No. 1
Here is a single CH2N2O2S molecule from the OMol25 dataset. Energies are from ωB97M-V/def2-TZVPD.

The geometry in XYZ format:
```
8
Properties=species:S:1:pos:R:3
C 0.0984 0.4131 0.0191
N 0.9215 -0.6673 0.5703
N -1.2386 0.3337 0.1266
O 0.8151 -1.9051 -0.0861
O 1.9971 -1.0895 -0.1892
S 0.8145 1.9630 -0.0346
H -1.8854 -0.3401 -0.3093
H -1.5226 1.2923 -0.0968
```

The energy comes out at -18972.86977 eV. The calculation puts the molar mass at 106.11 g/mol. The HOMO energy comes out at -9.25 eV. The calculation puts the HOMO-LUMO gap at 8.83 eV. Its spin multiplicity is 1.


No. 2
Here is a 2-piece molecular cluster, CH2N2O2Si overall from the OMol25 dataset. Energies are from ωB97M-V/def2-TZVPD.

The geometry in XYZ format:
```
8
Properties=species:S:1:pos:R:3
C 0.0655 -0.4026 -1.3280
N 0.4517 -0.9368 -2.2747
N 3.3344 0.1866 1.7863
O -0.7764 0.2960 1.2406
O 2.6001 -0.6608 1.8038
Si -1.3701 0.2859 -0.1595
H -2.4999 -0.5493 -0.5461
H -1.8055 1.7810 -0.5224
```

The energy comes out at -16017.10807 eV. The calculation puts the molar mass at 102.12 g/mol. The HOMO energy (alpha / beta) comes out at -8.24 / -12.24 eV. The calculation puts the HOMO-LUMO gap (alpha / beta) at 3.95 / 12.47 eV. Its spin multiplicity is 1.


No. 3
Here is a single CH2N2O3 molecule from the OMol25 dataset. Energies are from ωB97M-V/def2-TZVPD.

The geometry in XYZ format:
```
8
Properties=species:S:1:pos:R:3
C 1.1241 -0.1226 0.0499
N -0.0796 0.2636 -0.6081
N -1.3328 0.3720 -0.0046
O -1.5870 -0.4157 0.8124
O -1.8885 1.3332 -0.3725
O 0.5651 -1.1372 -0.7679
H 2.0964 0.2314 -0.1893
H 1.1022 -0.5247 1.0800
```

The energy comes out at -10184.85681 eV. The calculation puts the molar mass at 90.04 g/mol. The HOMO energy comes out at -10.99 eV. The calculation puts the HOMO-LUMO gap at 10.69 eV. Its spin multiplicity is 1.


No. 4
Here is CH2N2O3 as an isolated structure from the OMol25 dataset. Energies are from ωB97M-V/def2-TZVPD.

The geometry in XYZ format:
```
8
Properties=species:S:1:pos:R:3
C -2.6661 -2.2871 -2.3572
N 1.0408 -1.7315 -0.9097
N 1.9384 -1.6122 -0.1014
O 2.4310 -1.2446 -1.2689
O 2.3237 -1.7472 1.0035
O -2.8420 -1.9921 -1.2803
H -1.3789 5.5907 2.4300
H -0.8470 5.0241 2.4839
```

The energy comes out at -10183.91574 eV. The calculation puts the molar mass at 90.04 g/mol. The HOMO energy comes out at -10.94 eV. The calculation puts the HOMO-LUMO gap at 11.10 eV. Its spin multiplicity is 1.


No. 5
Here is a 2-piece molecular cluster, CH2N2O3 overall from the OMol25 dataset. Energies are from ωB97M-V/def2-TZVPD.

The geometry in XYZ format:
```
8
Properties=species:S:1:pos:R:3
C -1.1327 0.2656 0.7014
N -0.4054 -0.8922 0.2035
N 1.5445 -0.1795 -0.7474
O 2.2647 -1.0120 -1.0541
O 1.5368 0.9790 -0.8081
O -1.3723 -0.3649 -0.5635
H -1.6862 -0.0585 1.5212
H -0.7494 1.2625 0.7471
```

The energy comes out at -10184.40694 eV. The calculation puts the molar mass at 90.04 g/mol. The HOMO energy (alpha / beta) comes out at -9.62 / -9.50 eV. The calculation puts the HOMO-LUMO gap (alpha / beta) at 9.00 / 9.57 eV. Its spin multiplicity is 1.


No. 6
Here is CH2N2O3 as an isolated structure from the OMol25 dataset. Energies are from ωB97M-V/def2-TZVPD.

The geometry in XYZ format:
```
8
Properties=species:S:1:pos:R:3
C 0.1151 0.2030 0.0190
N 2.2429 -1.3875 -0.6112
N 1.1339 1.0663 -0.0182
O 2.8848 -0.7577 0.0952
O 2.1507 0.6821 0.8206
O 1.2409 2.0830 -0.6053
H 0.3579 -0.7288 0.5013
H -0.7498 0.5315 -0.5440
```

The energy comes out at -10182.65732 eV. The calculation puts the molar mass at 90.04 g/mol. The HOMO energy (alpha / beta) comes out at -8.43 / -10.03 eV. The calculation puts the HOMO-LUMO gap (alpha / beta) at 8.63 / 6.99 eV. The expectation value of S² is 2.0895. Its spin multiplicity is 3.


No. 7
Here is a 2-piece molecular cluster, CH2N2O3S overall from the OMol25 dataset. Energies are from ωB97M-V/def2-TZVPD.

The geometry in XYZ format:
```
9
Properties=species:S:1:pos:R:3
C -0.0699 1.6685 0.1688
N -1.0735 0.9749 0.3276
N 0.7157 2.5316 -0.0168
O -2.7164 -0.8893 0.1652
O 2.0193 -0.8205 -0.1372
O -0.3689 -1.5341 0.3597
S -1.3224 -0.5588 -0.3520
H 1.1956 -1.1442 0.1912
H 1.6206 -0.2281 -0.7065
```

The energy comes out at -21025.87760 eV. The calculation puts the molar mass at 122.11 g/mol. The HOMO energy comes out at 0.61 eV. The calculation puts the HOMO-LUMO gap at 6.06 eV. Its total charge is -2. Its spin multiplicity is 1.


No. 8
Here is a 2-piece molecular cluster, CH2N2O3S overall from the OMol25 dataset. Energies are from ωB97M-V/def2-TZVPD.

The geometry in XYZ format:
```
9
Properties=species:S:1:pos:R:3
C 1.3565 1.0886 0.1217
N -2.0187 -0.1276 0.2523
N 1.2963 0.2847 -0.7662
O 1.1215 1.8736 0.9329
O 0.0624 -1.2005 1.1988
O -0.9502 -1.8058 -1.0855
S -0.8442 -1.0483 0.1234
H -1.9731 0.7527 0.7302
H 1.9495 0.1826 -1.5076
```

The energy comes out at -21025.11248 eV. The calculation puts the molar mass at 122.11 g/mol. The HOMO energy comes out at -10.74 eV. The calculation puts the HOMO-LUMO gap at 10.71 eV. Its spin multiplicity is 1.


No. 9
Here is a single CH2N2O3S molecule from the OMol25 dataset. Energies are from ωB97M-V/def2-TZVPD.

The geometry in XYZ format:
```
9
Properties=species:S:1:pos:R:3
C -0.7555 0.7206 -0.5446
N 0.3792 0.0686 -1.0047
N -0.4272 0.6187 0.9150
O -1.6508 1.2037 -1.1079
O 0.1882 -1.8193 0.5288
O 2.0533 -0.3654 1.0243
S 0.7278 -0.4695 0.5731
H 0.6749 -0.3399 -1.8614
H -1.1899 0.3825 1.4773
```

The energy comes out at -21025.89315 eV. The calculation puts the molar mass at 122.11 g/mol. The HOMO energy comes out at -11.11 eV. The calculation puts the HOMO-LUMO gap at 11.59 eV. Its spin multiplicity is 1.


No. 10
Here is CH2N2O3S as an isolated structure from the OMol25 dataset. Energies are from ωB97M-V/def2-TZVPD.

The geometry in XYZ format:
```
9
Properties=species:S:1:pos:R:3
C 0.8147 -0.1254 1.0387
N 0.4917 -1.2730 0.6938
N 0.6847 0.9748 0.1477
O -1.9242 -0.0495 -0.3343
O -0.8482 -1.3175 -2.1568
O 0.3794 0.5581 -1.1034
S -0.7098 -0.5651 -0.9338
H 1.0796 0.2447 1.9996
H 0.0322 1.5527 0.6484
```

The energy comes out at -21022.96060 eV. The calculation puts the molar mass at 122.11 g/mol. The HOMO energy comes out at -11.06 eV. The calculation puts the HOMO-LUMO gap at 10.31 eV. Its spin multiplicity is 1.


No. 11
Here is a 2-piece molecular cluster, CH2N2O3S overall from the OMol25 dataset. Energies are from ωB97M-V/def2-TZVPD.

The geometry in XYZ format:
```
9
Properties=species:S:1:pos:R:3
C 0.5904 0.9807 0.6197
N 1.7648 0.8891 0.3873
N -0.6233 1.0143 0.5725
O 0.5054 -1.4835 -0.1554
O -0.9396 -0.5656 -1.8911
O -1.9394 -1.8764 -0.1794
S -0.7817 -1.1715 -0.6462
H 2.5928 0.2971 0.6555
H -1.1693 1.9158 0.6372
```

The energy comes out at -21025.02850 eV. The calculation puts the molar mass at 122.11 g/mol. The HOMO energy comes out at -10.76 eV. The calculation puts the HOMO-LUMO gap at 10.31 eV. Its spin multiplicity is 1.


No. 12
Here is a single CH2N2O3S molecule from the OMol25 dataset. Energies are from ωB97M-V/def2-TZVPD.

The geometry in XYZ format:
```
9
Properties=species:S:1:pos:R:3
C 1.7388 0.2619 -0.2220
N 0.4058 -0.2162 -0.2921
N -0.2905 -0.8751 0.4244
O 2.1593 0.9608 0.6233
O -0.0382 -1.8015 1.1191
O -1.8670 -0.4490 0.3889
S -2.3458 1.0261 0.1817
H 2.2743 0.0327 -1.1269
H -2.0367 1.0604 -1.0963
```

The energy comes out at -21021.37455 eV. The calculation puts the molar mass at 122.11 g/mol. The HOMO energy comes out at -9.60 eV. The calculation puts the HOMO-LUMO gap at 9.17 eV. Its spin multiplicity is 1.


No. 13
Here is a 2-piece molecular cluster, CH2N2O3S overall from the OMol25 dataset. Energies are from ωB97M-V/def2-TZVPD.

The geometry in XYZ format:
```
9
Properties=species:S:1:pos:R:3
C -0.8487 -1.3623 -0.0133
N -0.8034 -1.2239 -1.1810
N 0.8281 0.3476 0.5927
O 1.1074 1.1183 -0.5173
O -1.1844 -1.4819 1.1174
O -0.7027 2.0628 1.3624
S -0.1247 0.8153 1.6467
H 1.8881 0.7827 -1.0127
H -0.1597 -1.0585 -1.9948
```

The energy comes out at -21023.86328 eV. The calculation puts the molar mass at 122.11 g/mol. The HOMO energy comes out at -10.04 eV. The calculation puts the HOMO-LUMO gap at 10.11 eV. Its spin multiplicity is 1.


No. 14
Here is a 2-piece molecular cluster, CH2N2O3S overall from the OMol25 dataset. Energies are from ωB97M-V/def2-TZVPD.

The geometry in XYZ format:
```
9
Properties=species:S:1:pos:R:3
C -1.3375 0.8736 0.3220
N -0.5294 -0.0881 -0.2797
N 1.7285 0.1809 0.0162
O -2.4079 0.6617 0.7754
O 2.1148 1.2484 -0.1371
O 2.0424 -0.9402 0.0165
S -0.4353 -1.6638 0.0715
H -0.8427 2.0135 0.4636
H -0.3327 -2.2860 -1.2486
```

The energy comes out at -21020.88022 eV. The calculation puts the molar mass at 122.11 g/mol. The HOMO energy (alpha / beta) comes out at -9.53 / -9.19 eV. The calculation puts the HOMO-LUMO gap (alpha / beta) at 7.99 / 8.25 eV. Its spin multiplicity is 1.


No. 15
Here is CH2N2O3Si as an isolated structure from the OMol25 dataset. Energies are from ωB97M-V/def2-TZVPD.

The geometry in XYZ format:
```
9
Properties=species:S:1:pos:R:3
C -0.2706 1.7001 0.3569
N -0.0508 2.8153 0.0563
N 1.3108 -0.6121 0.1050
O 2.0409 -1.2622 0.8173
O 1.4721 -0.3266 -1.0529
O -1.7183 -1.0159 -1.0991
Si -0.3586 -0.1635 0.6706
H -1.2739 -0.6093 -1.7600
H -1.1516 -0.5259 1.9061
```

The energy comes out at -18064.38537 eV. The calculation puts the molar mass at 118.12 g/mol. The HOMO energy comes out at -11.17 eV. The calculation puts the HOMO-LUMO gap at 9.18 eV. Its spin multiplicity is 1.


No. 16
Here is a 2-piece molecular cluster, CH2N2O4 overall from the OMol25 dataset. Energies are from ωB97M-V/def2-TZVPD.

The geometry in XYZ format:
```
9
Properties=species:S:1:pos:R:3
C 0.8944 -0.5230 -2.1967
N -0.3777 -0.2683 0.6556
N -1.0581 0.7557 0.2062
O 1.9026 0.0068 -2.2416
O -0.0172 -1.1745 -1.9689
O -1.0336 1.8151 0.8549
O 0.1619 -0.1459 1.9650
H -0.5811 -1.2718 0.6081
H 0.1088 0.8058 2.1174
```

The energy comes out at -12236.16046 eV. The calculation puts the molar mass at 106.04 g/mol. The HOMO energy comes out at -10.22 eV. The calculation puts the HOMO-LUMO gap at 10.61 eV. Its spin multiplicity is 1.


No. 17
Here is a 2-piece molecular cluster, CH2N2OS overall from the OMol25 dataset. Energies are from ωB97M-V/def2-TZVPD.

The geometry in XYZ format:
```
7
Properties=species:S:1:pos:R:3
C 2.6523 -2.2978 -0.1332
N 1.5111 -2.2318 0.0737
N -1.5587 0.6143 0.3713
O -2.2723 -1.6325 0.0099
S -2.6388 -0.2778 -0.1685
H -1.5800 1.7008 0.4159
H 0.5167 -1.9992 0.0447
```

The energy comes out at -16929.70732 eV. The calculation puts the molar mass at 90.11 g/mol. The HOMO energy comes out at -11.29 eV. The calculation puts the HOMO-LUMO gap at 10.38 eV. Its spin multiplicity is 1.


No. 18
Here is a single CH2N2P2 molecule from the OMol25 dataset. Energies are from ωB97M-V/def2-TZVPD.

The geometry in XYZ format:
```
7
Properties=species:S:1:pos:R:3
C 0.8719 -0.1723 -0.0977
N 0.7812 -0.8652 0.9470
N -0.8066 -1.0817 1.4190
P -1.7723 -0.2309 0.4897
P -0.5060 0.3152 -1.2122
H 1.8335 0.2167 -0.3624
H -0.4016 1.8181 -1.1834
```

The energy comes out at -22623.97684 eV. The calculation puts the molar mass at 103.99 g/mol. The HOMO energy comes out at -9.59 eV. The calculation puts the HOMO-LUMO gap at 8.75 eV. Its spin multiplicity is 1.


No. 19
Here is a single CH2N2S2 molecule from the OMol25 dataset. Energies are from ωB97M-V/def2-TZVPD.

The geometry in XYZ format:
```
7
Properties=species:S:1:pos:R:3
C 0.3972 -0.2501 -0.1002
N 1.5631 0.2525 0.4397
N 2.6785 0.3839 0.1269
S 0.6442 -1.0937 -1.7566
S 2.4169 -0.3088 -2.2915
H 0.0410 -1.1936 0.2977
H -0.3778 0.4289 -0.3050
```

The energy comes out at -25717.32142 eV. The calculation puts the molar mass at 106.17 g/mol. The HOMO energy (alpha / beta) comes out at -7.71 / -7.70 eV. The calculation puts the HOMO-LUMO gap (alpha / beta) at 6.73 / 6.72 eV. Its spin multiplicity is 1.


No. 20
Here is a 2-piece molecular cluster, CH2N2S2 overall from the OMol25 dataset. Energies are from ωB97M-V/def2-TZVPD.

The geometry in XYZ format:
```
7
Properties=species:S:1:pos:R:3
C -1.5117 0.1800 -1.1551
N -0.8658 -0.3051 -0.2592
N 1.8477 0.3403 1.2991
S -1.9303 0.5845 -2.5867
S 2.5732 -0.9191 0.8738
H 0.8826 0.4267 1.0733
H -0.9957 -0.3073 0.7548
```

The energy comes out at -25717.41225 eV. The calculation puts the molar mass at 106.17 g/mol. The HOMO energy (alpha / beta) comes out at -8.52 / -8.52 eV. The calculation puts the HOMO-LUMO gap (alpha / beta) at 7.43 / 7.43 eV. Its spin multiplicity is 1.


| no. | largest force on an atom (hartree/bohr) |
| --- | --- |
| 1 | 0.0613 |
| 2 | 0.1218 |
| 3 | 0.1055 |
| 4 | 0.0805 |
| 5 | 0.0749 |
| 6 | 0.1092 |
| 7 | 0.0851 |
| 8 | 0.0608 |
| 9 | 0.1099 |
| 10 | 0.0691 |
| 11 | 0.0562 |
| 12 | 0.0673 |
| 13 | 0.0728 |
| 14 | 0.0788 |
| 15 | 0.1377 |
| 16 | 0.0634 |
| 17 | 0.0542 |
| 18 | 0.0693 |
| 19 | 0.0585 |
| 20 | 0.0407 |